DFT (ωB97M-V/def2-TZVPD) results for a molecular structure, C32H33N5O2P3PdS5Se2.

Values from the calculation:
- multiplicity = 3
- <S²> = 2.030
- LUMO (alpha / beta) (eV) = -2.416 / -4.727
- DFT total energy (hartree) = -9609.12479
- strongest force on any atom (Eh/bohr) = 0.009
- net charge = +1
- highest occupied orbital energy (alpha / beta) (eV) = -9.95 / -9.98

Each line ends with the Löwdin spin population.
Geometry (Å):
H: 0.339 4.296 -0.795  0.001
C: 0.902 3.008 -3.882  0.000
H: -4.984 2.530 -1.295  0.000
C: -2.159 2.155 0.522  0.001
H: -4.390 2.958 2.927  0.000
S: -2.500 0.527 4.830  0.132
C: -1.785 -1.736 -2.683  0.000
C: 0.392 3.569 -1.596  0.001
C: 0.139 1.298 -2.369  0.000
C: -3.997 2.746 1.942  0.001
C: -3.210 -0.750 -4.347  0.000
C: -2.607 -4.416 -0.933  0.000
H: 5.701 -2.369 -0.561  0.000
H: 4.097 -2.317 -1.304  0.000
H: 3.126 2.089 -0.608  0.005
H: 0.605 0.952 -4.432  0.000
S: -0.164 2.232 5.430  0.072
C: 1.472 1.874 5.021  0.215
H: -2.006 2.408 2.654  0.002
H: 4.320 -3.069 1.191  0.000
H: 3.835 0.295 -2.867  0.000
C: 0.068 2.235 -1.343  0.000
C: -4.129 -0.411 -3.364  0.000
H: -1.334 -1.704 -4.777  0.000
C: -0.638 -1.258 0.228  0.000
H: 1.060 4.986 -3.056  0.000
H: 3.992 1.663 6.445  0.002
C: 3.582 0.469 -1.824  -0.001
N: 0.353 -2.168 0.230  0.007
C: -2.705 -1.388 -1.692  0.000
H: 2.676 2.338 -2.218  0.000
Se: -3.653 -0.956 1.459  0.002
H: -1.523 -5.970 2.430  0.000
C: -2.039 -1.419 -4.007  0.000
C: -2.657 2.439 1.790  0.003
P: -2.365 -1.795 0.046  0.001
C: 1.711 0.628 4.436  0.083
H: -3.410 -0.504 -5.382  0.000
H: -2.931 -3.991 -1.874  0.000
N: 1.280 -0.229 0.493  0.078
H: -1.624 -3.519 2.185  0.000
Se: 0.793 2.795 1.781  0.071
C: -0.896 0.772 4.819  -0.008
Pd: 2.679 1.211 1.293  0.842
C: 4.722 -1.896 -0.518  0.000
H: -4.584 -0.475 -1.255  0.000
H: 3.013 -2.051 0.705  0.000
C: -4.832 2.774 0.832  0.000
C: 0.558 1.684 -3.637  0.000
O: 6.229 0.233 -1.412  0.003
C: 4.138 2.477 5.741  0.018
C: -2.564 -5.797 -0.786  0.000
H: 4.288 2.436 -1.779  0.000
S: 0.276 -0.362 4.245  -0.024
C: -3.879 -0.733 -2.036  0.000
P: 4.970 -0.079 -0.720  0.005
O: 4.639 0.465 0.661  0.038
H: -2.850 -6.432 -1.613  0.000
N: 1.487 -1.528 0.396  0.003
H: -0.132 0.267 -2.185  0.000
H: 1.226 3.310 -4.869  0.000
C: -2.991 2.193 -0.595  0.000
C: -1.819 -5.535 1.485  0.000
P: -0.431 1.754 0.338  0.009
S: 2.545 3.201 5.285  0.110
S: 3.132 0.069 3.756  0.316
H: -2.136 -7.430 0.531  0.000
C: -2.250 -3.596 0.130  0.000
H: 4.687 2.139 4.868  0.002
H: 4.361 -1.415 1.458  0.000
H: -5.879 3.013 0.954  0.000
C: -2.166 -6.355 0.418  0.000
C: -4.331 2.501 -0.433  0.000
H: -2.601 1.980 -1.583  0.000
C: -1.868 -4.160 1.346  0.000
C: -0.041 -0.002 0.387  0.008
H: 4.664 3.293 6.234  0.001
N: 4.078 -2.159 0.805  0.000
H: -0.879 -2.270 -2.415  0.000
H: 2.633 -0.007 -1.575  0.000
C: 0.810 3.952 -2.862  0.000
H: -5.046 0.097 -3.632  0.000
N: 3.407 1.942 -1.614  0.001